[1]
Density functional theory data (ωB97M-V/def2-TZVPD) for 14 unconnected molecules or ions with the total composition C80H184O22 in a non-equilibrium geometry.

Geometry as XYZ:
```
286
Properties=species:S:1:pos:R:3
C -9.179 -0.447 -1.818
C -7.705 -0.216 -1.441
C -6.841 -1.554 -1.327
C -7.345 -2.523 -0.175
C -6.302 -3.604 0.211
C -6.839 -4.533 1.332
H -9.227 -0.897 -2.809
H -9.769 0.465 -1.915
H -9.632 -1.123 -1.094
H -7.181 0.402 -2.169
H -7.588 0.346 -0.515
H -5.771 -1.348 -1.286
H -6.967 -2.096 -2.264
H -7.635 -1.929 0.692
H -8.269 -3.044 -0.423
H -6.030 -4.142 -0.697
H -5.401 -3.215 0.687
H -7.475 -5.323 0.933
H -6.116 -5.161 1.852
H -7.411 -3.982 2.079
C -0.714 -4.510 8.529
C -1.691 -4.890 7.423
C -3.061 -4.125 7.443
C -3.965 -4.601 6.279
C -5.402 -3.978 6.258
C -6.151 -4.253 4.985
H -0.752 -3.431 8.678
H 0.345 -4.741 8.414
H -0.954 -4.972 9.487
H -1.231 -4.672 6.460
H -1.919 -5.955 7.406
H -2.973 -3.045 7.553
H -3.574 -4.371 8.372
H -3.383 -4.472 5.366
H -4.010 -5.687 6.362
H -5.975 -4.216 7.154
H -5.243 -2.918 6.454
H -7.110 -3.736 4.963
H -5.686 -3.803 4.108
H -6.227 -5.322 4.790
C -7.693 -0.568 -5.399
C -6.574 -0.001 -6.227
C -5.491 0.688 -5.377
C -4.645 -0.102 -4.409
C -3.747 0.803 -3.495
C -2.581 1.459 -4.214
H -7.312 -1.274 -4.660
H -8.374 -1.081 -6.077
H -8.159 0.254 -4.855
H -6.152 -0.778 -6.865
H -7.009 0.767 -6.866
H -5.948 1.505 -4.818
H -4.820 1.247 -6.030
H -5.356 -0.694 -3.833
H -4.010 -0.771 -4.990
H -4.276 1.648 -3.055
H -3.345 0.157 -2.714
H -2.995 2.073 -5.014
H -2.010 1.970 -3.439
H -1.932 0.691 -4.636
C -1.740 2.291 4.462
C -1.480 3.758 4.284
C 0.019 4.167 4.303
C 0.490 4.211 5.791
C 2.037 4.315 6.071
C 2.764 3.011 5.545
H -2.795 2.022 4.513
H -1.252 1.858 5.335
H -1.339 1.903 3.526
H -1.816 4.052 3.289
H -2.100 4.270 5.020
H 0.157 5.136 3.822
H 0.566 3.394 3.764
H -0.006 4.933 6.439
H 0.124 3.266 6.193
H 2.442 5.153 5.503
H 2.232 4.535 7.120
H 3.845 3.130 5.621
H 2.462 2.124 6.102
H 2.575 2.891 4.478
C -2.401 -3.600 -2.918
C -2.487 -5.149 -2.790
C -1.457 -5.777 -3.748
C -0.032 -5.142 -3.825
C 0.941 -5.883 -4.793
C 2.425 -5.447 -4.732
H -1.466 -3.211 -2.515
H -3.165 -3.113 -2.313
H -2.556 -3.287 -3.950
H -2.365 -5.465 -1.754
H -3.493 -5.382 -3.137
H -1.848 -5.606 -4.751
H -1.377 -6.839 -3.519
H -0.018 -4.091 -4.115
H 0.463 -5.205 -2.856
H 0.895 -6.940 -4.532
H 0.615 -5.838 -5.832
H 2.735 -5.376 -3.690
H 3.085 -6.202 -5.160
H 2.564 -4.498 -5.250
C 4.628 5.676 2.846
C 4.079 6.960 2.409
C 4.000 7.159 0.905
C 3.505 8.546 0.597
C 3.314 8.778 -0.904
C 3.067 10.248 -1.346
H 5.587 5.552 2.344
H 4.022 4.852 2.470
H 4.644 5.638 3.936
H 3.126 7.131 2.911
H 4.670 7.779 2.819
H 3.398 6.422 0.373
H 5.010 7.033 0.516
H 2.570 8.808 1.094
H 4.252 9.243 0.976
H 4.188 8.443 -1.463
H 2.476 8.136 -1.175
H 3.878 10.899 -1.020
H 3.252 10.361 -2.414
H 2.140 10.606 -0.900
C 1.823 3.281 1.047
O 0.746 2.406 0.861
C 1.026 1.027 1.204
C -0.234 0.122 1.229
O -0.703 -0.026 -0.082
C -1.523 -1.191 -0.273
C -2.907 -1.297 0.408
O -2.866 -1.264 1.835
C -3.964 -1.914 2.559
H 1.558 4.310 0.804
H 2.711 3.064 0.453
H 2.102 3.334 2.100
H 1.507 0.921 2.176
H 1.724 0.612 0.477
H -1.005 0.724 1.709
H -0.199 -0.741 1.894
H -0.870 -2.041 -0.077
H -1.657 -1.214 -1.354
H -3.361 -2.216 0.039
H -3.479 -0.490 -0.049
H -3.680 -2.114 3.592
H -4.111 -2.918 2.163
H -4.877 -1.346 2.379
C 7.310 -8.430 -1.727
O 6.347 -8.059 -0.793
C 5.340 -7.175 -1.157
C 4.636 -6.653 0.085
O 3.677 -5.756 -0.356
C 2.943 -5.236 0.725
C 2.032 -4.119 0.147
O 2.868 -3.124 -0.548
C 2.073 -2.226 -1.401
H 7.857 -9.263 -1.283
H 8.014 -7.612 -1.883
H 6.869 -8.803 -2.652
H 4.720 -7.734 -1.858
H 5.701 -6.387 -1.817
H 5.376 -6.205 0.747
H 4.120 -7.506 0.526
H 3.602 -4.860 1.507
H 2.277 -5.944 1.219
H 1.592 -3.623 1.013
H 1.234 -4.498 -0.492
H 1.331 -1.783 -0.736
H 1.642 -2.811 -2.213
H 2.748 -1.539 -1.910
C -1.232 -4.072 1.953
O -2.172 -4.376 0.986
C -2.673 -5.750 1.107
C -1.626 -6.863 0.775
O -0.778 -7.119 1.884
C -0.371 -8.473 1.954
C 0.803 -8.757 0.953
O 0.272 -8.735 -0.383
C 1.147 -8.345 -1.368
H -1.585 -4.182 2.978
H -0.894 -3.044 1.825
H -0.353 -4.703 1.823
H -3.459 -5.846 0.358
H -3.134 -5.946 2.075
H -0.967 -6.489 -0.009
H -2.127 -7.772 0.443
H -1.157 -9.215 1.812
H -0.093 -8.734 2.975
H 1.122 -9.780 1.152
H 1.679 -8.118 1.060
H 1.304 -7.270 -1.285
H 0.813 -8.577 -2.379
H 2.136 -8.793 -1.270
C 5.036 4.239 -0.839
O 5.301 4.451 -2.197
C 5.279 5.816 -2.632
C 6.456 6.578 -2.035
O 6.320 7.976 -2.167
C 7.522 8.723 -2.423
C 7.032 10.148 -2.586
O 6.199 10.273 -3.757
C 5.530 11.515 -3.798
H 4.962 3.166 -0.660
H 4.088 4.624 -0.463
H 5.842 4.479 -0.146
H 4.363 6.360 -2.400
H 5.439 5.785 -3.709
H 7.374 6.257 -2.528
H 6.742 6.342 -1.010
H 7.940 8.370 -3.365
H 8.262 8.599 -1.632
H 7.862 10.855 -2.609
H 6.511 10.487 -1.691
H 6.164 12.365 -4.053
H 5.020 11.787 -2.874
H 4.722 11.448 -4.528
C 3.127 0.961 -8.067
O 4.321 0.149 -8.101
C 4.825 -0.137 -6.791
C 3.843 -1.046 -6.025
O 2.687 -0.398 -5.539
C 1.655 -1.259 -5.003
C 0.646 -0.333 -4.393
O 1.367 0.305 -3.343
C 0.591 1.262 -2.660
H 2.242 0.620 -7.529
H 2.677 1.225 -9.024
H 3.340 1.981 -7.748
H 5.067 0.764 -6.227
H 5.783 -0.656 -6.806
H 4.353 -1.455 -5.152
H 3.570 -1.856 -6.701
H 1.928 -2.031 -4.284
H 1.232 -1.839 -5.823
H -0.230 -0.887 -4.057
H 0.372 0.373 -5.176
H 0.452 2.179 -3.234
H 1.223 1.513 -1.808
H -0.371 0.934 -2.267
C -3.354 2.510 -0.064
O -3.135 3.784 0.515
C -1.833 4.381 0.401
C -1.129 4.315 -0.946
O -1.947 4.935 -1.971
C -1.273 5.038 -3.282
C -2.220 5.626 -4.303
O -2.681 6.937 -4.087
C -3.595 7.312 -5.087
H -2.559 1.777 0.077
H -3.503 2.558 -1.143
H -4.284 2.119 0.348
H -1.207 3.866 1.129
H -1.917 5.422 0.713
H -0.930 3.275 -1.206
H -0.217 4.904 -0.852
H -1.063 4.011 -3.581
H -0.337 5.589 -3.189
H -3.070 4.946 -4.257
H -1.773 5.518 -5.291
H -3.870 8.342 -4.861
H -4.499 6.703 -5.105
H -3.114 7.247 -6.064
O -3.608 -0.627 5.732
C -2.614 -0.409 6.382
O -1.350 -0.809 6.108
C -1.040 -1.420 4.854
C 0.435 -1.617 4.724
C -2.644 0.301 7.765
H -1.374 -0.789 4.030
H -1.452 -2.412 4.669
H 0.734 -1.753 3.685
H 0.862 -2.463 5.263
H 0.902 -0.706 5.099
H -3.357 1.116 7.643
H -1.641 0.685 7.950
H -2.950 -0.492 8.448
O 3.798 -1.534 2.974
C 4.037 -0.773 3.890
O 4.576 0.429 3.764
C 5.035 0.875 2.478
C 5.675 2.276 2.773
C 3.839 -1.155 5.349
H 4.168 1.004 1.831
H 5.736 0.228 1.949
H 6.367 2.194 3.611
H 4.949 3.066 2.967
H 6.281 2.662 1.954
H 4.850 -1.334 5.714
H 3.238 -2.060 5.444
H 3.394 -0.342 5.922
```

Computed properties:
- F_max (eV/A) = 3.1
- E (a.u.) = -4813.3264
- molecular weight (g mol⁻¹) = 1498.330
- net charge = 0


[2]
Density functional theory data (ωB97M-V/def2-TZVPD) for 2 unconnected molecules or ions with the total composition C2H8N2O2 in a non-equilibrium geometry.

Geometry as XYZ:
```
14
Properties=species:S:1:pos:R:3
C 0.563 -1.405 -1.310
N 0.030 -0.573 -0.193
C -1.131 0.107 -0.646
N -1.756 0.812 0.273
O -1.268 0.307 -1.884
H -0.103 -2.218 -1.644
H 0.656 -0.859 -2.278
H 1.528 -1.782 -1.015
H -0.063 -1.242 0.580
H -1.329 0.898 1.242
H -2.127 1.731 -0.076
O 1.362 1.575 2.290
H 1.434 0.675 2.062
H 2.206 1.974 2.599
```

Computed properties:
- structure (SMILES) = CNC(N)=O.O
- F_max (eV/A) = 4.8
- E (a.u.) = -340.9927
- molecular weight (g mol⁻¹) = 92.098
- net charge = 0


[3]
Density functional theory data (ωB97M-V/def2-TZVPD) for C6H11N in the gas phase in a non-equilibrium geometry.

Geometry as XYZ:
```
18
Properties=species:S:1:pos:R:3
C 1.482 -2.203 -1.991
C 0.182 -1.949 -1.802
C -0.412 -0.956 -0.822
N 0.626 -0.252 -0.118
C 0.322 0.583 0.951
C -0.867 1.174 1.149
C -1.009 2.290 2.098
H 2.220 -1.990 -1.199
H 2.002 -2.419 -2.912
H -0.476 -2.476 -2.485
H -1.132 -0.364 -1.398
H -1.030 -1.426 -0.052
H 1.478 0.058 -0.545
H 1.156 0.811 1.621
H -1.559 1.134 0.301
H -1.914 2.362 2.723
H -0.153 2.320 2.797
H -0.914 3.304 1.683
```

Computed properties:
- structure (SMILES) = C=CCN/C=C/C
- F_max (eV/A) = 2.3
- E (a.u.) = -289.8852
- molecular weight (g mol⁻¹) = 97.161
- net charge = 0


[4]
Density functional theory data (ωB97M-V/def2-TZVPD) for C4H9N3O in the gas phase in a non-equilibrium geometry.

Geometry as XYZ:
```
17
Properties=species:S:1:pos:R:3
C 2.374 -0.679 -0.268
N 1.466 0.198 0.450
O 0.421 0.722 -0.444
C -0.823 0.256 0.037
C -1.877 0.615 -1.008
N -1.132 0.869 1.318
C -0.720 -1.217 0.187
N -0.812 -2.348 0.376
H 2.780 -0.239 -1.184
H 3.189 -0.932 0.407
H 1.840 -1.592 -0.527
H 1.962 1.041 0.740
H -1.568 0.247 -1.983
H -1.962 1.698 -1.042
H -2.833 0.176 -0.737
H -1.957 0.446 1.728
H -0.349 0.739 1.952
```

Computed properties:
- structure (SMILES) = CNO[C@](C)(N)C#N
- F_max (eV/A) = 1.1
- E (a.u.) = -397.2498
- molecular weight (g mol⁻¹) = 115.136
- net charge = 0


[5]
Density functional theory data (ωB97M-V/def2-TZVPD) for a molecular structure, C32H20Cl2N6O4Tc in a non-equilibrium geometry.

Geometry as XYZ:
```
65
Properties=species:S:1:pos:R:3
Tc -13.514 -11.438 8.580
Cl -20.201 -9.605 8.831
C -18.427 -9.623 8.912
C -17.746 -10.693 8.387
C -16.377 -10.675 8.491
N -15.466 -11.655 8.032
C -15.812 -12.628 7.178
O -16.916 -12.851 6.712
C -14.668 -13.532 6.843
C -14.814 -14.622 6.052
C -13.685 -15.432 5.811
C -12.472 -15.078 6.387
C -12.399 -13.959 7.202
N -13.491 -13.232 7.410
C -15.676 -9.601 9.109
C -16.420 -8.498 9.515
C -17.793 -8.541 9.439
Cl -18.592 -7.132 10.160
N -14.321 -9.793 9.311
C -13.456 -8.862 9.947
O -13.189 -8.974 11.140
C -12.790 -7.809 9.150
C -11.610 -7.150 9.573
C -11.096 -6.162 8.710
C -11.675 -5.872 7.488
C -12.771 -6.632 7.124
N -13.287 -7.567 7.924
H -18.287 -11.471 7.906
H -15.812 -14.793 5.658
H -13.734 -16.245 5.146
H -11.604 -15.645 6.164
H -11.491 -13.679 7.752
H -15.973 -7.581 9.896
H -11.173 -7.353 10.514
H -10.217 -5.575 9.018
H -11.264 -5.072 6.826
H -13.263 -6.621 6.171
O -13.676 -12.516 10.270
C -12.812 -12.563 11.318
C -13.195 -13.392 12.421
C -12.324 -13.489 13.478
C -11.184 -12.655 13.582
C -10.792 -11.882 12.475
C -11.643 -11.797 11.368
C -11.082 -11.134 10.213
N -11.573 -10.980 9.020
N -10.804 -10.376 8.007
C -11.587 -10.141 6.956
O -12.861 -10.493 6.935
C -11.089 -9.404 5.791
C -11.978 -9.017 4.806
C -11.554 -8.196 3.777
C -10.264 -7.721 3.748
C -9.347 -8.088 4.751
C -9.791 -8.892 5.793
H -14.094 -13.984 12.366
H -12.520 -14.100 14.310
H -10.603 -12.689 14.493
H -9.911 -11.246 12.527
H -10.057 -10.714 10.331
H -12.993 -9.455 4.824
H -12.250 -8.044 2.947
H -9.893 -7.060 2.945
H -8.329 -7.726 4.757
H -9.116 -9.264 6.544
```

Computed properties:
- spin multiplicity = 4
- expectation value of S² = 3.779
- F_max (eV/A) = 2.7
- E (a.u.) = -2862.1891
- molecular weight (g mol⁻¹) = 721.456
- net charge = 0


[6]
Density functional theory data (ωB97M-V/def2-TZVPD) for a gas-phase ion, C10H11O3S (charge +1) in a non-equilibrium geometry.

Geometry as XYZ:
```
25
Properties=species:S:1:pos:R:3
O -1.439 1.010 -1.633
C -0.772 0.102 -1.364
O 0.670 0.285 -1.635
S 1.578 0.487 -0.354
C 1.632 2.236 -0.002
C 1.851 2.394 1.519
C 2.665 3.579 1.887
O 1.129 3.384 2.062
C -1.255 -1.202 -0.896
C -0.696 -1.941 0.147
C -1.237 -3.161 0.520
C -2.335 -3.666 -0.175
C -2.899 -2.933 -1.213
C -2.376 -1.700 -1.571
H 2.797 0.289 -0.894
H 0.693 2.722 -0.249
H 2.483 2.718 -0.462
H 2.014 1.497 2.104
H 2.610 4.459 1.260
H 2.876 3.811 2.918
H 0.157 -1.559 0.685
H -0.812 -3.713 1.340
H -2.752 -4.619 0.106
H -3.745 -3.343 -1.737
H -2.838 -1.138 -2.365
```

Computed properties:
- F_max (eV/A) = 3.7
- E (a.u.) = -1011.1648
- molecular weight (g mol⁻¹) = 211.262
- net charge = +1